Entry 1:
66
Properties=species:S:1:pos:R:3 method="wB97M-V/def2-TZVPD" spin_multiplicity=3 energy_ev=-41330.7867 relative_energy_ev=1.634 charge=+2 e_homo_ev="-14.45 / -14.43"
Au -0.074 0.072 -0.488
C 4.271 5.438 -1.379
C 4.479 4.598 -0.116
C 4.404 5.493 1.132
C 5.850 3.922 -0.179
C 3.373 3.562 0.027
C 3.605 2.325 0.664
C 2.654 1.314 0.522
N 1.446 1.524 0.070
C 0.980 2.859 -0.120
C 2.123 3.772 -0.478
C -1.319 2.710 -0.802
C -2.206 3.772 -0.745
C -3.532 3.561 -0.364
C -3.906 2.247 -0.083
C -2.985 1.228 -0.214
N -1.728 1.464 -0.565
C -4.486 4.729 -0.200
C -5.952 4.297 -0.145
C -4.098 5.412 1.123
C -4.318 5.694 -1.379
H 5.140 6.068 -1.538
H 3.408 6.092 -1.300
H 4.159 4.801 -2.252
H 5.166 6.264 1.064
H 4.582 4.922 2.039
H 3.432 5.976 1.214
H 6.609 4.661 -0.421
H 5.868 3.161 -0.956
H 6.129 3.472 0.771
H 4.544 2.094 1.136
H 2.916 0.292 0.758
H 1.881 4.622 -1.090
H -1.841 4.753 -0.999
H -4.907 2.005 0.234
H -3.252 0.202 -0.009
H -6.174 3.696 0.731
H -6.232 3.750 -1.042
H -6.579 5.183 -0.090
H -4.266 4.743 1.964
H -4.717 6.294 1.264
H -3.052 5.714 1.124
H -4.463 5.172 -2.322
H -3.342 6.170 -1.393
H -5.063 6.481 -1.317
C -0.257 7.719 1.088
O -0.502 6.909 2.217
C -0.276 5.603 2.206
C -0.489 4.922 3.416
C -0.258 3.575 3.491
C 0.192 2.820 2.391
C 0.264 1.354 2.641
C 0.914 0.940 3.918
O -0.262 0.530 1.908
C 0.415 3.499 1.185
O -0.014 2.905 -1.143
C 0.169 4.867 1.102
H -0.549 8.725 1.381
H -0.856 7.406 0.231
H 0.801 7.713 0.816
H -0.824 5.488 4.271
H -0.456 3.070 4.422
H 1.718 1.608 4.212
H 1.261 -0.085 3.822
H 0.160 0.940 4.707
H 0.326 5.380 0.168

***

Entry 2:
13
Properties=species:S:1:pos:R:3 method="wB97M-V/def2-TZVPD" energy_ev=-7780.2386 relative_energy_ev=2.720 charge=+1 e_homo_ev=-14.43
C 0.667 -0.756 1.217
C -0.613 0.545 -1.276
N -0.297 0.341 1.028
O -1.052 -0.546 -1.774
O 0.656 0.751 -1.578
H 0.554 -1.121 2.287
H 0.237 -1.462 0.497
H 1.746 -0.577 1.038
H -1.268 1.284 -0.738
H -1.271 0.025 0.975
H -0.200 1.126 1.788
H -0.264 -1.151 -2.081
H 1.104 1.539 -1.382

***

Entry 3:
7
Properties=species:S:1:pos:R:3 method="wB97M-V/def2-TZVPD" energy_ev=-18152.3635 relative_energy_ev=7.162 e_homo_ev="-9.86 / -10.15"
C -0.560 -0.332 -0.228
N 1.562 0.837 0.652
O -2.982 -0.702 -0.272
F 2.124 1.187 -0.534
S -1.978 0.236 0.249
H -0.166 -1.169 -0.765
H 1.999 -0.057 0.899

***

Entry 4:
14
Properties=species:S:1:pos:R:3 method="wB97M-V/def2-TZVPD" energy_ev=-6792.9556 relative_energy_ev=5.133 charge=+1 e_homo_ev=-14.09
C 0.711 0.477 0.766
C 1.325 1.258 1.628
C 1.327 -0.671 -0.173
C -1.367 -0.816 -0.364
C -0.086 -0.266 -0.049
N -1.721 0.124 -1.370
H 1.073 2.259 2.029
H 2.227 0.936 2.122
H 2.057 -0.157 -0.897
H 1.694 -1.524 0.206
H -1.333 -1.787 -0.787
H -2.080 -0.675 0.454
H -1.197 0.370 -2.167
H -2.631 0.473 -1.398

***

Entry 5:
7
Properties=species:S:1:pos:R:3 method="wB97M-V/def2-TZVPD" energy_ev=-29776.7910 relative_energy_ev=2.233 e_homo_ev=-9.35
C 1.892 0.347 -0.011
N 0.840 0.962 -0.063
N -1.582 -0.468 0.024
O -2.747 -0.674 0.148
O -0.669 -1.218 -0.069
S 3.422 -0.278 0.006
S -1.155 1.329 -0.035

***

Entry 6:
82
Properties=species:S:1:pos:R:3 method="wB97M-V/def2-TZVPD" energy_ev=-46955.0564 relative_energy_ev=0.191 charge=+2 e_homo_ev=-13.58
Rh -0.143 -1.094 1.145
N -1.569 -2.184 2.215
C -1.781 -1.793 3.611
C -3.088 -1.731 4.070
C -3.352 -1.337 5.371
C -2.286 -1.010 6.202
C -0.986 -1.099 5.735
C -0.695 -1.504 4.432
C 0.692 -1.710 3.958
C 1.678 -2.130 4.860
C 2.963 -2.435 4.453
C 3.300 -2.359 3.109
C 2.345 -1.924 2.196
C 1.066 -1.580 2.620
H -1.429 -3.193 2.135
H -2.451 -2.000 1.739
H -3.905 -1.990 3.406
H -4.370 -1.287 5.728
H -2.464 -0.691 7.220
H -0.183 -0.831 6.410
H 1.432 -2.275 5.905
H 3.691 -2.761 5.184
H 4.288 -2.637 2.767
H 2.615 -1.873 1.147
C 2.916 3.348 -3.343
C 3.743 2.223 -2.700
C 4.244 1.260 -3.788
C 4.949 2.834 -1.986
C 2.841 1.468 -1.738
C 3.031 1.456 -0.360
C 2.174 0.732 0.444
N 1.137 0.042 -0.034
C 0.902 0.066 -1.366
C 1.743 0.750 -2.220
C -0.290 -0.683 -1.839
C -0.739 -0.649 -3.144
C -1.859 -1.387 -3.538
C -2.486 -2.144 -2.551
C -1.999 -2.117 -1.261
N -0.931 -1.403 -0.896
C -2.323 -1.354 -4.985
C -3.605 -2.160 -5.190
C -2.578 0.103 -5.398
C -1.208 -1.955 -5.857
H 3.543 3.909 -4.036
H 2.539 4.042 -2.590
H 2.067 2.956 -3.906
H 4.914 1.796 -4.460
H 3.431 0.858 -4.393
H 4.798 0.426 -3.354
H 5.586 3.328 -2.719
H 5.552 2.074 -1.486
H 4.651 3.588 -1.255
H 3.849 1.988 0.101
H 2.335 0.679 1.511
H 1.555 0.728 -3.282
H -0.224 -0.044 -3.874
H -3.351 -2.751 -2.770
H -2.480 -2.705 -0.488
H -4.426 -1.782 -4.577
H -3.461 -3.220 -4.974
H -3.913 -2.081 -6.232
H -3.344 0.564 -4.773
H -2.927 0.128 -6.430
H -1.676 0.714 -5.346
H -0.991 -2.984 -5.569
H -0.284 -1.377 -5.791
H -1.525 -1.955 -6.900
C -2.250 4.087 4.001
C -1.712 2.859 3.343
C -2.450 2.140 2.401
C -1.914 1.012 1.825
N -0.693 0.553 2.139
C 0.036 1.236 3.031
C -0.438 2.378 3.637
H -3.269 4.299 3.688
H -1.626 4.948 3.758
H -2.233 3.973 5.086
H -3.442 2.456 2.112
H -2.463 0.457 1.073
H 1.007 0.835 3.281
H 0.195 2.886 4.352